The following is a quantum chemistry calculation of a cluster of 2 separate species, C2H3ClN in total, from OMol25.

```
! wB97M-V def2-TZVPD RIJCOSX def2/J DEFGRID3
* xyz 1 1
Cl 3.18531 -0.32249 -0.16922
N -0.68154 0.31687 0.03013
C -1.27801 1.31917 0.00346
C 0.10000 -0.79015 -0.00244
H 0.01923 -1.52941 -0.82504
H 0.63406 -1.14069 0.87914
H -1.97905 2.14671 0.08396
*
```

E_HOMO (spin up / spin down): -15.971 / -15.186 eV
Energy above the lowest of the compared OMol25 structures with the same formula, charge and spin: 2.682 eV
Largest force on an atom: 1.88 eV/A
Frontier orbital gap (spin up / spin down): 8.6 / 7.5 eV

The following is a quantum chemistry calculation of an isolated molecule of C5H8OSe, from OMol25.

```
! wB97M-V def2-TZVPD RIJCOSX def2/J DEFGRID3
* xyz 0 1
Se 0.99352 -2.06704 -0.35227
O -2.85000 -0.76935 0.12265
C -1.06711 0.83217 0.04793
C -0.53744 -1.65468 -1.48095
C -1.85620 -0.30980 -0.27194
C 0.01303 0.39836 0.98203
C 1.28530 -0.26448 0.52740
H -0.27715 -0.98265 -2.40048
H -0.58095 1.31626 -0.87621
H 0.43499 1.18318 1.60744
H 1.86572 0.34584 -0.08349
H 1.80416 -0.57486 1.35136
H -1.00598 -2.57326 -1.74370
H -1.52272 1.63588 0.66455
H -0.63020 -0.29835 1.67093
*
```

E_HOMO: -7.559 eV
Energy above the lowest of the compared OMol25 structures with the same formula, charge and spin: 1.898 eV
Largest force on an atom: 4.60 eV/A
Frontier orbital gap: 8.2 eV

The following is a quantum chemistry calculation of an isolated molecule of C6H10, from OMol25.

```
! wB97M-V def2-TZVPD RIJCOSX def2/J DEFGRID3
* xyz 0 1
C -1.45535 0.30563 0.49445
C -0.49698 -1.83337 -0.46698
C -0.44718 0.70784 -0.47059
C -1.23019 -0.64699 -0.72027
C 1.04842 0.79096 -0.22075
C 1.59732 -0.02374 0.94695
H -1.97369 -0.54066 -1.51345
H 1.55972 0.50783 -1.14932
H 2.69144 0.00590 0.94628
H 1.24749 0.36894 1.90885
H -0.78744 1.42542 -1.21584
H -0.73615 -2.56019 -1.26833
H 1.27319 1.85570 -0.06597
H 1.26680 -1.06245 0.85572
H -2.42235 0.80115 0.49176
H -1.13503 -0.10197 1.44751
*
```

E_HOMO: -8.109 eV
Energy above the lowest of the compared OMol25 structures with the same formula, charge and spin: 4.083 eV
Largest force on an atom: 0.60 eV/A
Frontier orbital gap: 8.3 eV

The following is a quantum chemistry calculation of a structure of composition C21H35BO2P2Pt, from OMol25.

```
! wB97M-V def2-TZVPD RIJCOSX def2/J DEFGRID3
* xyz 2 5
Pt -0.89405 0.22200 -3.66077
P 0.71500 1.94736 -2.21438
P 1.94119 -1.18217 -1.87292
O -1.94517 0.84736 0.08154
O 0.28952 0.00985 0.25912
C 1.22025 2.84626 -0.72167
C -0.07454 0.63048 1.40726
C 2.81536 -0.00422 -2.98738
C 3.16734 -1.55990 -0.61023
C -0.33977 0.70832 -6.58077
C -0.02368 -0.79112 -6.32200
C -1.43328 1.00974 1.32627
C -0.54896 -1.30882 -4.99756
C -0.25644 3.43813 -2.85506
C -3.28975 0.79296 -5.06947
C -2.09761 1.43834 2.44730
C -1.95589 -1.26051 -4.63351
C 0.71671 0.96034 2.48112
C -1.46848 -1.44846 -0.96744
C -0.70426 1.42618 -5.30301
C -2.98919 -0.64012 -5.56054
C -2.04411 1.53783 -4.72912
C 0.09679 1.66603 3.51922
C -1.31361 1.83598 3.53947
C 2.46581 1.49569 -2.75452
C 1.82660 -2.82286 -2.71356
B -0.96310 -0.03581 -0.56667
H -3.87718 0.71625 -4.13934
H 0.56533 1.19503 -6.98903
H -0.07663 2.30912 -5.07957
H -1.25808 3.01870 -3.00821
H 2.06723 -3.63122 -2.00788
H 3.91003 -0.15183 -2.87062
H 0.69662 2.06511 4.34690
H 2.24177 3.22073 -0.79618
H 0.56209 3.71276 -0.62976
H -1.10741 0.88790 -7.34511
H -1.79839 2.30852 4.40317
H -2.59738 -0.61665 -6.58364
H -0.39998 -1.44110 -7.13110
H 0.75521 -2.89232 -2.98586
H -0.00722 -2.18457 -4.61646
H 1.77921 0.69841 2.46676
H -3.18834 1.46509 2.44871
H -3.90840 -1.24910 -5.60606
H 2.43953 -2.89638 -3.62615
H 0.16816 3.84749 -3.77765
H -1.02272 -1.74764 -1.92269
H -2.54404 -1.41930 -1.13376
H -2.25868 2.53991 -4.35190
H -0.39569 4.25136 -2.12624
H 1.07365 -0.87012 -6.35172
H -2.28553 -2.15121 -4.06346
H 2.55553 -1.61669 0.31534
H 3.14688 1.88985 -1.97278
H 2.52965 -0.32333 -4.00569
H 2.60432 2.04433 -3.69814
H 3.61013 -2.52119 -0.90101
H -1.24721 -2.19039 -0.19438
H 3.90736 -0.74241 -0.58503
H 1.10556 2.22740 0.15747
H -3.93219 1.36924 -5.74447
*
```

E_HOMO (spin up / spin down): -11.141 / -14.555 eV
Energy above the lowest of the compared OMol25 structures with the same formula, charge and spin: 0.000 eV
Largest force on an atom: 5.01 eV/A
Frontier orbital gap (spin up / spin down): 5.6 / 5.3 eV

The following is a quantum chemistry calculation of a structure of composition C8H15AsAuNO5, from OMol25.

```
! wB97M-V def2-TZVPD RIJCOSX def2/J DEFGRID3
* xyz 0 3
Au -0.53578 0.28525 0.39423
As 0.59017 -0.22017 -1.82155
O -2.14599 -0.16666 2.22919
O -2.32454 4.29418 0.99581
O -0.64113 4.54686 -1.26954
O -0.07672 2.36050 -0.93193
O -1.11371 2.42764 1.54628
N -1.93771 -0.96144 4.32051
C -1.54958 3.39012 0.93867
C 0.58152 -2.05598 -2.49646
C -0.57684 3.47210 -0.75982
C -0.10498 -1.67282 1.15121
C -1.53224 -0.84984 3.03775
C 2.43534 -0.01961 -1.25627
C -0.28019 -1.61719 2.65976
C 0.70814 0.78781 -3.48418
H 0.71801 -2.76074 -1.67740
H 1.49463 0.35504 -4.10190
H 0.56506 -1.09646 3.11894
H -0.38105 -2.25878 -2.96415
H -0.32503 -2.62048 3.09659
H -0.84115 -2.32505 0.68175
H -2.68886 -0.37250 4.63909
H 2.65511 -0.62012 -0.37606
H 0.89630 -1.99450 0.87133
H 3.11270 -0.29882 -2.06362
H -0.23628 0.77964 -4.02376
H 2.58788 1.02969 -1.00503
H 0.95236 1.81448 -3.22463
H -1.37907 -1.43579 5.00638
H 1.37364 -2.19637 -3.23118
*
```

E_HOMO (spin up / spin down): -7.441 / -9.339 eV
Largest force on an atom: 0.74 eV/A
Frontier orbital gap (spin up / spin down): 7.9 / 8.1 eV